[1]
C46H46N2O9P4Ti as an isolated structure in a non-equilibrium geometry. Source: the Open Molecules 2025 dataset; level of theory: ωB97M-V with the def2-TZVPD basis set.

Each line ends with the Mulliken charge.
Element x y z (Å)
Ti -0.22 0.77 0.03  -1.545
C -3.32 0.54 -0.96  -1.831
O -2.33 0.20 0.03  1.669
C -2.81 -0.01 1.32  0.228
C -4.14 -0.09 1.67  -0.605
C -4.47 -0.27 3.01  -1.077
C -3.48 -0.37 3.98  -0.788
C -2.15 -0.31 3.62  -1.016
C -1.81 -0.13 2.28  -0.044
N -0.50 -0.01 1.80  2.531
N 0.45 -0.09 2.65  -1.118
C 1.73 -0.10 2.31  -0.655
C 2.16 -0.30 0.95  1.013
O 1.28 -0.24 -0.01  1.086
C 3.50 -0.64 0.71  -0.587
C 4.41 -0.63 1.72  -1.049
C 4.06 -0.31 3.06  0.798
C 5.03 -0.25 4.08  -1.075
C 4.66 0.05 5.37  -0.771
C 3.32 0.31 5.67  -0.779
C 2.36 0.27 4.68  -0.694
C 2.71 -0.05 3.37  0.574
H -3.86 -0.36 -1.27  0.346
H -2.80 0.97 -1.81  0.344
H -4.02 1.28 -0.57  0.560
H -4.93 -0.01 0.94  0.589
H -5.51 -0.35 3.29  0.478
H -3.75 -0.49 5.02  0.506
H -1.35 -0.38 4.34  0.520
H 3.79 -0.88 -0.31  0.664
H 5.45 -0.87 1.50  0.523
H 6.07 -0.44 3.84  0.490
H 5.40 0.08 6.15  0.426
H 3.04 0.55 6.69  0.485
H 1.32 0.49 4.91  0.481
C 0.42 -2.14 -3.41  -0.988
C 0.36 -3.13 -2.25  -1.252
P -0.41 -2.50 -0.67  1.840
C 0.67 -3.23 0.65  0.699
C 1.90 -3.86 0.46  -0.633
C 2.57 -4.42 1.54  -0.793
C 2.05 -4.34 2.82  -0.834
C 0.83 -3.70 3.02  -0.748
C 0.15 -3.16 1.94  -0.677
C -1.77 -3.73 -0.48  0.345
C -1.54 -5.10 -0.59  -0.707
C -2.57 -6.00 -0.42  -0.853
C -3.86 -5.55 -0.14  -0.617
C -4.10 -4.20 -0.01  -1.065
C -3.06 -3.29 -0.19  0.294
C 1.23 -0.87 -3.10  -0.781
P 0.14 0.51 -2.54  2.274
C -0.75 0.81 -4.11  1.322
C -2.06 0.37 -4.29  -0.255
C -2.69 0.51 -5.51  -0.953
C -2.01 1.07 -6.58  -0.743
C -0.69 1.49 -6.43  -0.896
C -0.06 1.35 -5.20  -0.878
C 1.30 1.93 -2.53  0.740
C 0.87 3.19 -2.97  -0.786
C 1.76 4.25 -3.03  -1.069
C 3.07 4.09 -2.61  -0.674
C 3.50 2.86 -2.13  -0.675
C 2.62 1.79 -2.09  -0.519
H -0.59 -1.87 -3.73  0.268
H 0.88 -2.65 -4.26  0.552
H 1.38 -3.45 -2.04  0.150
H -0.20 -4.01 -2.56  0.737
H 2.35 -3.94 -0.52  0.312
H 3.51 -4.93 1.36  0.484
H 2.57 -4.79 3.65  0.427
H 0.41 -3.63 4.01  0.518
H -0.82 -2.71 2.10  0.480
H -0.54 -5.47 -0.78  0.401
H -2.38 -7.06 -0.51  0.437
H -4.66 -6.26 -0.01  0.406
H -5.09 -3.84 0.22  0.468
H -3.25 -2.23 -0.08  0.426
H 1.74 -0.51 -3.99  0.753
H 1.98 -1.09 -2.34  0.097
H -2.59 -0.10 -3.47  0.224
H -3.71 0.16 -5.64  0.478
H -2.50 1.17 -7.54  0.436
H -0.15 1.91 -7.26  0.466
H 0.97 1.67 -5.10  0.462
H -0.15 3.32 -3.31  0.611
H 1.43 5.21 -3.41  0.472
H 3.76 4.92 -2.65  0.440
H 4.52 2.73 -1.80  0.513
H 2.97 0.82 -1.75  0.230
C 0.53 5.24 0.16  -1.452
C -0.42 4.43 1.01  0.932
O -1.27 5.20 1.85  -0.614
P -1.66 3.49 0.05  0.205
O -2.65 2.87 1.11  -0.534
O -2.50 4.46 -0.86  -0.598
O -1.14 2.37 -0.80  0.135
P 0.40 3.06 1.95  0.954
O 1.72 3.66 2.58  -0.643
O -0.54 2.52 2.94  -0.801
O 0.84 2.10 0.81  -0.313
H 0.00 6.00 -0.41  0.371
H 1.07 4.59 -0.52  0.098
H 1.27 5.73 0.80  0.460
H -0.75 5.78 2.42  0.436
H -2.70 3.30 1.98  0.451
H -2.91 5.23 -0.42  0.416
H 1.71 3.64 3.55  0.451

Values from the calculation:
F_max	2.19	eV/A
charge	+2
LUMO energy	-6.783	eV

***

[2]
A 7-piece molecular cluster, C46H46N3O13 overall in a non-equilibrium geometry. Source: the Open Molecules 2025 dataset; level of theory: ωB97M-V with the def2-TZVPD basis set.

Each line ends with the Mulliken charge.
Element x y z (Å)
C 1.58 -0.43 -2.87  -0.450
C 0.92 -1.39 -1.75  -0.549
C 0.52 -0.65 -0.40  -0.274
C 1.75 -0.30 0.57  0.708
C 2.95 -1.35 0.55  -0.382
C 3.63 -1.59 2.01  -1.064
C 3.78 -0.24 2.87  0.064
N 2.67 -0.22 3.88  0.134
C 2.04 1.04 4.02  -0.422
N 1.51 1.32 5.27  -0.431
N 1.85 2.02 2.98  0.428
C 2.85 3.12 3.11  -0.575
C 2.92 3.93 1.71  0.058
O 3.77 3.71 0.84  -0.454
H 1.08 0.59 -2.79  0.074
H 1.27 -0.87 -3.88  0.161
H 2.71 -0.37 -2.77  0.157
H 1.56 -2.31 -1.63  0.208
H -0.07 -1.76 -2.22  0.407
H 0.05 0.36 -0.70  -0.210
H -0.30 -1.19 0.20  0.234
H 1.32 -0.24 1.64  -0.165
H 2.11 0.76 0.34  0.047
H 3.79 -0.88 -0.08  -0.033
H 2.67 -2.39 0.18  0.319
H 4.68 -1.98 1.83  0.342
H 3.01 -2.39 2.54  0.346
H 3.84 0.68 2.21  -0.100
H 4.76 -0.30 3.46  0.431
H 2.98 -0.59 4.79  0.395
H 0.60 0.88 5.49  0.242
H 2.00 1.91 5.95  0.209
H 0.88 2.36 2.92  0.254
H 2.51 3.81 3.96  0.392
H 3.90 2.74 3.32  0.389
H 2.14 4.76 1.59  0.329
C -1.23 3.25 -1.48  -0.416
C -0.56 3.05 -0.34  -0.150
C -1.03 3.63 0.93  0.160
O -0.42 3.44 1.97  -0.636
C -2.26 4.44 0.90  -0.524
C -2.93 4.65 -0.23  -0.471
C -2.46 4.07 -1.51  0.223
O -3.07 4.25 -2.55  -0.542
H -0.90 2.83 -2.43  0.466
H 0.34 2.45 -0.30  0.664
H -2.59 4.86 1.85  0.515
H -3.83 5.24 -0.27  0.477
C -5.27 1.14 3.69  -0.279
C -5.03 2.44 3.58  -0.414
C -5.62 3.25 2.49  0.257
O -5.39 4.44 2.39  -0.569
C -6.49 2.55 1.52  -0.414
C -6.73 1.24 1.63  -0.225
C -6.14 0.44 2.72  0.290
O -6.36 -0.75 2.82  -0.570
H -4.85 0.53 4.48  0.422
H -4.39 2.97 4.28  0.459
H -6.91 3.15 0.73  0.584
H -7.37 0.72 0.93  0.481
C -3.83 -3.13 2.68  -0.186
C -4.19 -4.40 2.51  -0.416
C -3.59 -5.49 3.31  0.330
O -3.91 -6.65 3.15  -0.531
C -2.57 -5.10 4.32  -0.355
C -2.21 -3.83 4.49  -0.372
C -2.82 -2.75 3.69  0.464
O -2.49 -1.58 3.85  -0.569
H -4.26 -2.33 2.10  0.376
H -4.93 -4.70 1.78  0.425
H -2.14 -5.91 4.90  0.418
H -1.47 -3.54 5.22  0.410
C -8.04 0.84 -2.32  -0.339
C -7.39 0.25 -3.32  -0.387
C -6.36 0.97 -4.09  0.323
O -5.76 0.44 -5.01  -0.546
C -6.07 2.37 -3.70  -0.457
C -6.72 2.96 -2.70  -0.201
C -7.76 2.24 -1.93  0.362
O -8.35 2.77 -1.01  -0.597
H -8.81 0.32 -1.74  0.469
H -7.59 -0.77 -3.62  0.422
H -5.31 2.88 -4.27  0.439
H -6.52 3.98 -2.40  0.509
C 8.36 -1.09 -1.50  -0.385
C 9.04 -1.31 -0.38  -0.394
C 8.59 -0.75 0.91  0.325
O 9.21 -0.95 1.94  -0.547
C 7.36 0.07 0.90  -0.384
C 6.68 0.29 -0.22  -0.298
C 7.13 -0.28 -1.51  0.349
O 6.51 -0.08 -2.54  -0.554
H 8.68 -1.50 -2.46  0.425
H 9.94 -1.91 -0.35  0.421
H 7.04 0.48 1.86  0.465
H 5.77 0.89 -0.25  0.581
C 3.92 -2.55 -7.20  -0.443
C 3.26 -2.40 -6.05  -0.119
C 2.63 -3.55 -5.37  0.474
O 2.03 -3.41 -4.32  -0.490
C 2.76 -4.87 -6.01  -0.427
C 3.41 -5.02 -7.16  -0.378
C 4.04 -3.87 -7.84  0.284
O 4.64 -4.01 -8.89  -0.535
H 4.39 -1.72 -7.71  0.425
H 3.16 -1.43 -5.56  0.379
H 2.29 -5.70 -5.50  0.427
H 3.51 -5.99 -7.65  0.402

Values from the calculation:
F_max	6.01	eV/A
charge	+1
LUMO energy	-4.727	eV

***

[3]
C46H47BrI2N6O2W as an isolated structure. Source: the Open Molecules 2025 dataset; level of theory: ωB97M-V with the def2-TZVPD basis set.

Each line ends with the Mulliken charge.
Element x y z (Å)
W 0.73 1.22 0.74  -0.829
C -0.86 2.34 4.93  -1.322
C -0.06 2.06 3.82  -0.146
N -0.54 1.81 2.61  0.455
C -1.89 1.91 2.44  0.064
C -2.76 2.23 3.48  0.967
C -2.22 2.42 4.76  -0.841
C -4.14 2.42 3.19  -0.804
C -4.61 2.33 1.89  -1.174
C -3.75 2.02 0.85  -0.566
C -2.38 1.74 1.09  0.553
N -1.47 1.40 0.19  0.413
C -1.79 1.18 -1.17  -0.945
C -2.85 0.43 -1.63  0.251
C -3.04 0.28 -3.02  -1.384
C -2.20 0.90 -3.91  -0.995
C -1.12 1.69 -3.46  1.436
C -0.23 2.41 -4.30  -0.919
C 0.77 3.15 -3.74  -0.976
C 0.93 3.14 -2.34  -0.282
N 0.14 2.48 -1.53  0.260
C -0.90 1.79 -2.08  -0.222
H -0.40 2.52 5.89  0.483
H 1.02 2.07 3.93  0.625
H -2.88 2.66 5.59  0.559
H -4.81 2.69 3.99  0.554
H -5.65 2.53 1.67  0.496
H -4.12 2.02 -0.17  0.757
H -3.52 -0.06 -0.94  0.859
H -3.86 -0.32 -3.38  0.471
H -2.37 0.80 -4.98  0.496
H -0.37 2.38 -5.37  0.548
H 1.44 3.73 -4.35  0.470
H 1.76 3.68 -1.88  0.522
C 4.42 -3.14 -4.87  -1.568
C 4.05 -1.69 -5.22  1.771
C 2.94 -1.68 -6.27  -1.642
C 5.28 -0.99 -5.81  -2.006
C 3.56 -1.00 -3.95  -0.214
C 2.40 -1.45 -3.33  -0.713
C 1.94 -0.82 -2.20  0.714
Br 0.40 -1.50 -1.37  0.056
C 2.61 0.27 -1.63  0.285
O 1.96 0.89 -0.56  2.555
C 3.82 0.70 -2.17  -1.028
C 4.23 0.04 -3.34  -0.304
C 4.80 1.76 -1.64  1.962
C 4.40 2.38 -0.32  -1.560
C 6.17 1.09 -1.42  -1.744
C 4.94 2.88 -2.68  -1.581
H 4.76 -3.66 -5.77  0.447
H 3.57 -3.69 -4.47  0.348
H 5.23 -3.17 -4.14  0.353
H 3.29 -2.15 -7.19  0.460
H 2.63 -0.66 -6.51  0.362
H 2.05 -2.23 -5.94  0.333
H 5.56 -1.50 -6.73  0.450
H 6.14 -1.04 -5.14  0.386
H 5.08 0.05 -6.05  0.412
H 1.86 -2.30 -3.72  0.537
H 5.16 0.38 -3.79  0.505
H 4.29 1.61 0.45  0.196
H 3.47 2.94 -0.39  -0.060
H 5.18 3.06 0.00  0.588
H 6.10 0.32 -0.65  0.381
H 6.89 1.84 -1.10  0.500
H 6.56 0.62 -2.32  0.306
H 3.97 3.33 -2.90  0.174
H 5.36 2.54 -3.62  0.314
H 5.59 3.66 -2.29  0.506
I 1.37 3.78 1.26  -0.107
C 2.32 0.74 2.10  -1.762
I 3.28 -1.14 1.69  0.144
H 2.12 0.76 3.17  0.649
H 3.08 1.49 1.90  0.747
C -5.75 -0.78 6.72  -1.492
C -5.35 -1.68 5.59  0.549
C -5.45 -1.26 4.27  -0.672
C -5.10 -2.09 3.21  -0.307
C -4.62 -3.37 3.48  -0.124
N -4.25 -4.28 2.46  -0.006
C -3.83 -4.01 1.18  0.117
O -4.02 -4.75 0.25  -0.624
N -3.10 -2.81 0.97  0.130
C -2.04 -2.31 1.71  -0.036
C -1.62 -2.78 2.96  -0.029
C -0.55 -2.16 3.57  -1.593
C 0.10 -1.11 2.95  -0.321
N -0.27 -0.66 1.74  0.432
C -1.33 -1.25 1.16  -0.670
C -4.51 -3.80 4.80  -0.178
C -4.88 -2.97 5.84  -0.637
H -6.24 0.12 6.35  0.343
H -4.88 -0.47 7.31  0.316
H -6.44 -1.28 7.40  0.407
H -5.85 -0.28 4.05  0.397
H -5.23 -1.76 2.19  0.482
H -4.63 -5.21 2.54  0.296
H -3.01 -2.68 -0.03  0.259
H -2.11 -3.62 3.43  0.761
H -0.19 -2.50 4.53  0.555
H 0.94 -0.64 3.42  0.567
H -1.63 -0.89 0.19  0.181
H -4.15 -4.80 5.01  0.474
H -4.82 -3.33 6.85  0.438

Values from the calculation:
F_max	0.72	eV/A
2S+1	3
charge	+2
LUMO energy (alpha / beta)	-6.652 / -8.132	eV

***

[4]
C46H48N3OPTl as an isolated structure in a non-equilibrium geometry. Source: the Open Molecules 2025 dataset; level of theory: ωB97M-V with the def2-TZVPD basis set.

Each line ends with the Mulliken charge.
Element x y z (Å)
Tl 1.73 0.81 0.00  1.249
N 1.86 1.90 4.57  -0.524
N -0.22 3.56 -1.20  -0.437
C -0.95 -1.78 -0.95  0.864
C -1.62 -1.40 0.25  0.629
C -0.81 -1.80 1.34  -0.159
C -1.12 -1.69 2.78  -1.376
H -2.18 -1.43 2.93  0.384
H -0.50 -0.90 3.24  0.109
H -0.92 -2.64 3.30  0.265
C 0.41 -2.33 0.83  0.801
C 1.55 -2.76 1.66  0.111
H 1.30 -3.66 2.24  0.386
H 1.84 -1.98 2.37  -0.579
H 2.43 -3.00 1.04  0.138
C 0.31 -2.35 -0.59  -0.450
C 1.31 -2.96 -1.50  -1.411
H 2.33 -2.62 -1.26  0.117
H 1.09 -2.72 -2.54  0.359
H 1.30 -4.06 -1.40  0.231
C -2.94 -0.74 0.35  -1.193
H -3.74 -1.48 0.53  0.230
H -3.18 -0.21 -0.58  -0.120
H -2.96 -0.02 1.18  0.400
C -1.51 -1.69 -2.31  -1.009
H -0.72 -1.67 -3.07  0.193
H -2.13 -0.79 -2.43  -0.064
H -2.16 -2.56 -2.53  0.305
C 2.78 2.81 4.89  -0.351
H 3.17 2.78 5.92  0.427
C 3.29 3.76 3.98  -0.486
H 4.14 4.37 4.27  0.392
C 2.64 3.91 2.75  -0.314
H 2.97 4.66 2.02  0.393
C 1.56 3.10 2.45  -0.958
H 0.94 3.16 1.55  0.847
C 1.28 1.97 3.34  0.245
C 0.63 0.81 2.92  -0.953
H -0.16 1.01 2.15  0.505
C -0.35 3.01 -2.37  -0.069
C -1.47 4.13 -0.90  -0.778
H -1.64 4.71 -0.02  0.416
C -2.34 3.83 -1.91  -0.192
H -3.34 4.18 -2.11  0.294
N -1.64 2.99 -2.80  0.193
C -2.09 2.09 -3.78  0.447
C -3.43 1.76 -3.99  1.160
C -3.72 0.93 -5.09  -1.046
H -4.75 0.70 -5.35  0.296
C -2.71 0.35 -5.85  0.827
C -3.04 -0.46 -7.07  -1.520
H -2.32 -1.28 -7.22  0.362
H -3.03 0.16 -7.98  0.294
H -4.05 -0.89 -6.99  0.360
C -1.37 0.52 -5.46  -0.969
H -0.58 -0.01 -5.99  0.348
C -1.05 1.36 -4.38  0.776
C 0.29 1.45 -3.77  -0.782
H 0.45 2.58 -3.08  0.291
H 1.12 1.51 -4.48  0.418
H 0.48 0.64 -3.04  -0.037
C -4.55 2.11 -3.07  -1.761
H -4.77 3.18 -3.05  0.357
H -4.36 1.76 -2.04  0.346
H -5.46 1.59 -3.41  0.378
O 3.31 0.45 1.89  -0.075
P 4.56 -0.22 2.43  1.031
C 4.14 -1.33 3.76  0.545
C 5.10 -2.26 4.20  -0.487
C 4.81 -3.11 5.26  -0.789
C 3.57 -3.01 5.90  -0.589
C 2.63 -2.06 5.49  -0.763
C 2.91 -1.21 4.42  0.045
C 5.29 -1.11 1.04  0.686
C 5.45 -2.50 1.02  -0.368
C 5.96 -3.12 -0.13  -0.727
C 6.28 -2.37 -1.26  -0.495
C 6.04 -0.99 -1.26  -0.943
C 5.52 -0.37 -0.13  -0.690
C 5.65 1.02 3.16  0.634
C 6.38 1.88 2.33  -0.371
C 7.17 2.89 2.88  -0.708
C 7.23 3.06 4.26  -0.534
C 6.50 2.21 5.10  -0.650
C 5.71 1.20 4.56  -0.436
H 6.07 -2.32 3.70  0.594
H 5.55 -3.84 5.59  0.363
H 3.34 -3.68 6.74  0.362
H 1.67 -1.97 6.00  0.427
H 2.19 -0.44 4.11  -0.297
H 5.18 -3.11 1.88  0.393
H 6.10 -4.21 -0.13  0.397
H 6.70 -2.85 -2.14  0.363
H 6.25 -0.39 -2.15  0.418
H 5.29 0.70 -0.16  0.380
H 6.34 1.74 1.25  0.178
H 7.73 3.55 2.21  0.404
H 7.85 3.85 4.69  0.348
H 6.54 2.34 6.18  0.385
H 5.14 0.54 5.22  0.367

Values from the calculation:
F_max	4.47	eV/A
charge	-1
LUMO energy (alpha / beta)	2.071 / 2.049	eV